Entry 1:
DFT (ωB97M-V with the def2-TZVPD basis set) results for C11H41CaN12O10 as an isolated structure at a distorted geometry.

## Properties
Energy relative to the best compared isomer or geometry (same formula, charge and spin) ... 52.7 kcal per mole
E ... -68866.49816 eV
Charge ... +1
Molecular weight ... 541.60 g/mol

Structure (XYZ):
```
75
Properties=species:S:1:pos:R:3:lowdin_charge:R:1
Ca -2.923 6.893 25.777 1.6756
O -0.937 6.271 24.572 -0.1926
O -5.551 14.345 26.994 -0.1138
O -1.402 14.365 21.899 -0.0365
O 2.590 10.820 22.659 -0.0144
O -0.486 9.660 27.369 -0.1573
O -2.421 9.142 25.307 -0.5106
O -6.363 11.948 28.085 0.0148
O -1.212 9.238 19.907 -0.1149
O 0.624 14.114 26.409 -0.0106
O -6.605 8.595 22.351 -0.0164
N -4.366 10.865 27.653 0.1831
N -1.423 14.129 25.333 0.1482
N -3.183 13.701 20.624 0.1632
N -6.385 9.954 26.921 0.1527
N -3.422 15.430 22.204 0.1710
N -8.021 10.202 21.547 0.1476
N 0.843 12.153 21.931 0.1582
N 0.993 6.408 23.324 0.1958
N 0.620 14.323 24.103 0.1496
N 0.125 8.300 24.383 0.1961
N -6.941 10.541 23.603 0.1541
N 2.921 12.233 20.861 0.1410
C -5.753 10.953 27.654 -0.5804
C 0.710 10.232 26.778 -0.1250
C -2.620 14.484 21.608 -0.6065
C 2.149 11.701 21.905 -0.6191
C 0.016 6.974 24.090 -0.5871
C -0.023 14.188 25.346 -0.5975
C -1.030 8.684 21.224 -0.1493
C -5.845 14.186 25.641 -0.1994
C -7.141 9.707 22.507 -0.6166
C -3.182 9.992 24.457 -0.3856
C -2.822 11.491 24.368 -0.0689
H -1.143 9.620 26.666 -0.0177
H -7.473 11.385 23.674 0.0855
H -1.974 8.676 21.772 0.0622
H 0.128 11.741 22.475 0.0695
H -8.308 11.157 21.626 0.0856
H -6.174 10.402 24.225 0.0426
H -1.920 14.100 24.465 0.0482
H -6.613 14.910 25.324 0.0798
H -5.861 9.266 26.426 0.0619
H -1.833 13.997 26.237 0.0952
H 0.623 12.924 21.331 0.0758
H -6.393 13.259 25.387 0.0627
H -1.804 11.596 24.044 0.0548
H -0.703 7.640 21.181 0.0754
H -8.141 9.716 20.684 0.1012
H -3.554 11.882 23.644 0.0804
H 1.566 14.630 24.050 0.0940
H -7.380 10.055 26.825 0.1108
H 0.927 5.423 23.153 0.1176
H -4.229 9.994 24.827 0.0559
H 1.760 6.943 22.972 0.1183
H -3.129 12.116 25.206 0.0490
H 0.382 10.746 25.862 0.0703
H -2.661 13.000 20.139 0.1028
H -5.764 13.514 27.466 0.0255
H -3.134 9.606 23.430 0.0892
H 1.091 11.064 27.358 0.0797
H 1.433 9.439 26.598 0.0726
H 0.821 8.899 23.941 0.1133
H -0.734 8.655 19.311 0.0734
H 2.646 13.151 20.552 0.0870
H -4.984 14.262 24.970 0.0539
H -4.359 15.509 21.857 0.0972
H -4.004 10.201 26.999 0.0416
H -0.263 9.290 21.706 0.0539
H 3.913 12.116 20.995 0.1009
H -0.675 8.711 24.860 0.0430
H -3.045 16.086 22.858 0.1117
H 0.101 14.144 23.263 0.0158
H -4.127 13.815 20.304 0.0958
H -3.887 11.725 27.858 0.1148
```

Entry 2:
DFT (ωB97M-V with the def2-TZVPD basis set) results for one molecule with the formula C24H29NO5 at a distorted geometry.

## Properties
Energy relative to the best compared isomer or geometry (same formula, charge and spin) ... 3.2 kcal per mole
E ... -37086.07751 eV
SMILES ... CCOC(=O)C1(CCOc2ccccc2)CCN(Cc2cccc3c2OCO3)CC1
Molecular weight ... 411.50 g/mol

Structure (XYZ):
```
59
Properties=species:S:1:pos:R:3:lowdin_charge:R:1
O -3.052 -1.997 0.518 -0.0209
O 5.116 2.063 -1.364 0.0370
O 4.539 -0.164 -1.470 0.0238
O -2.145 1.758 -1.188 -0.0325
O -2.141 -3.354 -1.010 0.1321
N 2.063 -2.023 0.535 -0.1465
C 1.184 -1.565 1.590 -0.1802
C 0.259 -1.986 -1.096 -0.0936
C -3.472 3.553 -0.517 -0.0111
C 3.917 -0.405 0.918 -0.1355
C 4.189 1.663 2.171 -0.0823
C 3.477 -1.845 0.820 -0.1264
C -5.396 3.279 0.889 -0.1066
C 1.654 -1.480 -0.746 -0.1710
C -3.223 2.180 -0.467 -0.2596
C -0.231 -2.079 1.334 -0.0901
C -1.835 0.383 -1.252 -0.1633
C -4.547 4.094 0.156 -0.0894
C -0.776 -1.606 -0.030 -0.3514
C 4.629 2.355 1.045 0.0029
C 3.846 0.326 2.108 -0.0516
C 4.708 1.641 -0.125 -0.1981
C 4.356 0.293 -0.187 -0.1654
C -5.149 1.921 0.943 -0.0853
C 5.016 0.938 -2.209 -0.1556
C -5.120 -2.352 -0.751 -0.0558
C -4.070 1.365 0.275 -0.0243
C -4.275 -2.738 0.455 -0.2015
C -2.049 -2.416 -0.263 -0.4637
C -1.102 -0.106 0.002 -0.0861
H -0.896 -1.751 2.135 0.1266
H 4.118 2.187 3.112 0.1021
H -6.046 -2.919 -0.736 0.0794
H -0.040 -1.605 -2.073 0.1210
H -0.184 0.474 0.102 0.1213
H 1.667 -0.376 -0.748 0.1256
H -4.583 -2.583 -1.668 0.0775
H 3.520 -0.181 3.004 0.1098
H -2.804 4.172 -1.095 0.1159
H -1.185 0.296 -2.127 0.1315
H 0.287 -3.075 -1.161 0.1281
H -4.727 5.158 0.106 0.1024
H -6.240 3.702 1.413 0.0969
H -2.739 -0.209 -1.436 0.1274
H 2.363 -1.821 -1.503 0.1270
H -5.358 -1.291 -0.733 0.0668
H -0.200 -3.170 1.333 0.1359
H 4.033 -2.334 0.017 0.1280
H 4.321 1.157 -3.035 0.1409
H 1.175 -0.465 1.681 0.1229
H 6.009 0.700 -2.626 0.1404
H -4.034 -3.805 0.417 0.1245
H -4.791 -2.505 1.389 0.1249
H 4.900 3.397 1.084 0.1163
H -5.801 1.276 1.516 0.1030
H -3.900 0.303 0.350 0.0812
H 1.540 -1.979 2.537 0.1259
H -1.719 0.102 0.878 0.1222
H 3.689 -2.360 1.761 0.1264
```

Entry 3:
DFT (ωB97M-V with the def2-TZVPD basis set) results for C53H42Cl2GeN4O3PTc as an isolated structure at a distorted geometry.

## Properties
Energy relative to the best compared isomer or geometry (same formula, charge and spin) ... 74.8 kcal per mole
E ... -160791.88692 eV
2S+1 ... 2
Charge ... -1
Molecular weight ... 1055.43 g/mol

Structure (XYZ):
```
107
Properties=species:S:1:pos:R:3:lowdin_charge:R:1
Tc 0.026 0.534 -0.476 1.2498
Ge -0.286 0.181 -4.126 0.9586
Cl 2.015 6.795 3.185 0.5990
Cl -0.715 5.004 -1.076 0.6588
P 0.002 -0.452 2.570 1.0450
O 2.402 0.893 -0.566 -0.0417
O -0.173 2.386 0.045 -0.2830
O 0.902 0.636 1.773 -0.3484
N 0.463 -1.283 -0.956 -0.0377
N 1.155 -5.812 -1.633 0.0803
N 1.438 -3.395 -1.621 0.1026
N 4.509 0.120 -0.298 -0.1811
C -2.003 0.043 -0.096 -0.1606
C -3.626 1.001 -6.653 -0.1012
C 1.756 1.476 -5.892 -0.1010
C -1.405 -2.447 -3.390 -0.1210
C 1.399 5.467 2.248 -0.7252
C -4.533 -0.853 2.572 -0.0242
C 3.858 -0.051 -4.946 -0.0964
C 5.516 -0.848 -0.632 -0.0568
C 0.177 4.678 0.372 -0.6076
C 2.576 -0.259 -4.472 -0.1208
C 2.146 -2.068 2.028 -0.0866
C -0.248 1.045 4.874 -0.0795
C -0.379 0.986 -2.364 -0.2880
C 1.211 -4.657 -1.590 -0.4581
C -2.399 -0.788 3.597 -0.1024
C -0.317 -3.818 -5.535 -0.0935
C -2.621 0.363 -5.945 -0.1075
C -1.120 -4.485 -4.626 -0.0973
C -1.656 1.090 -5.259 -0.2638
C 0.601 -4.315 1.487 -0.0804
C 1.115 3.080 1.946 -0.1889
C 0.882 0.609 6.945 -0.0710
C -0.601 -1.767 -4.295 -0.2863
C -0.027 -3.125 1.781 -0.0592
C -4.286 -0.159 -1.019 -0.0761
C 3.273 0.078 -0.813 -0.3008
C 3.037 1.685 -6.376 -0.0980
C -2.924 0.094 -1.143 -0.1261
C 0.341 3.331 0.741 -0.3933
C 1.245 -0.851 5.066 -0.0624
C 1.508 0.497 -4.939 -0.2609
C -3.768 -0.969 3.702 -0.0773
C -0.066 -2.468 -5.369 -0.1156
C 1.622 4.186 2.677 -0.1119
C 0.684 5.746 1.090 -0.2009
C 1.417 1.807 2.370 -0.1937
C 0.855 -2.356 -1.247 -0.3398
C 0.744 -1.990 2.056 -0.2887
C -1.664 -3.796 -3.556 -0.0913
C -2.545 -0.314 1.181 -0.1528
C -0.001 1.371 6.188 -0.0656
C -3.680 2.384 -6.687 -0.1077
C -1.724 2.478 -5.304 -0.1238
C 1.993 -4.392 1.457 -0.0741
C 4.884 1.172 0.617 -0.0302
C -1.789 -0.445 2.392 -0.2151
C -3.958 -0.541 1.323 -0.1728
C -4.809 -0.466 0.208 -0.0585
C 2.759 -3.266 1.732 -0.0708
C -2.723 3.122 -6.013 -0.0962
C 4.091 0.922 -5.905 -0.1061
C 0.378 -0.073 4.295 -0.2943
C 1.499 -0.502 6.376 -0.0809
H 2.018 1.636 3.252 0.0957
H -2.296 -4.317 -2.849 0.1013
H 3.113 -0.774 -1.485 0.1213
H 2.727 -1.175 2.230 0.1131
H 0.932 2.070 -6.267 0.0887
H 3.214 2.444 -7.127 0.0964
H -0.985 3.062 -4.770 0.0988
H -1.798 -0.930 4.483 0.0960
H 1.091 0.875 7.970 0.1005
H -4.470 2.884 -7.232 0.0941
H -4.206 -1.230 4.654 0.1021
H -2.581 -0.718 -5.919 0.0919
H 3.840 -3.328 1.710 0.1031
H -1.107 -3.048 1.798 0.1138
H -0.497 2.221 6.634 0.1075
H 5.097 -1.598 -1.302 0.0893
H -1.814 -1.910 -2.545 0.0799
H -2.561 0.365 -2.128 0.0567
H 5.244 0.750 1.558 0.0901
H 2.471 -5.323 1.195 0.1054
H 0.558 -1.942 -6.083 0.0980
H -2.760 4.203 -6.036 0.0983
H 0.018 -5.192 1.254 0.1076
H -4.373 0.421 -7.178 0.0956
H -5.867 -0.640 0.351 0.1030
H 6.367 -0.363 -1.124 0.0904
H -4.925 -0.083 -1.889 0.1042
H -0.924 1.642 4.275 0.1273
H 5.090 1.079 -6.288 0.0942
H 5.870 -1.346 0.277 0.0863
H 0.519 6.758 0.763 0.0791
H 5.670 1.795 0.186 0.0928
H 2.168 3.991 3.588 0.0938
H 2.383 -1.029 -3.736 0.0880
H 2.174 -1.106 6.968 0.1013
H -5.600 -1.014 2.608 0.1098
H 4.005 1.787 0.808 0.0834
H -0.668 2.031 -2.507 -0.0293
H 1.708 -1.725 4.623 0.1015
H 4.681 -0.652 -4.580 0.0955
H 0.110 -4.348 -6.377 0.0964
H -1.318 -5.540 -4.752 0.0976
```

Entry 4:
DFT (ωB97M-V with the def2-TZVPD basis set) results for one molecule with the formula C19H21FN4O3S at a distorted geometry.

## Properties
Energy relative to the best compared isomer or geometry (same formula, charge and spin) ... 0.0 kcal per mole
E ... -45699.13935 eV
SMILES ... COCCCn1c(SCC(=O)Nc2ccccc2F)nnc1-c1ccoc1C
Molecular weight ... 404.47 g/mol

Structure (XYZ):
```
49
Properties=species:S:1:pos:R:3:lowdin_charge:R:1
S -2.141 -1.038 -2.171 1.0140
F 0.369 2.046 0.179 0.0497
O 4.030 -3.373 0.684 0.0579
O -1.024 -0.590 2.939 -0.1778
O -3.591 2.239 -2.642 0.0723
N 0.383 -0.035 -2.218 -0.0080
N 0.181 -1.807 -0.934 -0.0011
N -1.463 2.077 -1.826 0.1363
N 1.588 -0.302 -1.695 0.1031
C -0.367 4.111 1.040 -0.0195
C 2.543 -4.440 -0.924 0.0049
C -1.434 3.130 -0.912 -0.1482
C -2.249 0.377 -3.321 -0.3381
C -2.523 1.675 -2.569 -0.5334
C -1.247 5.179 0.984 -0.0915
C -2.313 4.209 -0.945 -0.0025
C 2.985 -3.244 -0.157 -0.2705
C 3.419 -1.236 0.727 0.0023
C -0.439 -2.766 -0.058 -0.1401
C -0.474 3.107 0.102 -0.2044
C 4.282 -2.161 1.213 -0.1016
C -2.217 5.218 -0.003 -0.0832
C -0.456 -0.932 -1.761 -0.6170
C 1.481 -1.348 -0.927 -0.2631
C -1.188 -2.066 1.079 -0.1302
C 2.559 -1.940 -0.167 -0.1266
C -0.313 0.385 3.656 -0.1061
C -0.276 -1.143 1.883 -0.2344
H 5.091 -2.092 1.912 0.1210
H -3.073 4.239 -1.707 0.1061
H 3.370 -0.191 0.950 0.1153
H -0.005 1.210 3.002 0.0788
H 2.092 -5.185 -0.267 0.0881
H 3.403 -4.903 -1.406 0.0907
H 0.350 -3.402 0.348 0.1170
H 0.582 -0.041 4.128 0.0901
H -3.088 0.160 -3.981 0.0849
H -1.136 -3.374 -0.642 0.1247
H -0.986 0.760 4.423 0.0904
H -1.605 -2.819 1.747 0.1253
H -1.311 0.413 -3.874 0.0824
H 1.825 -4.151 -1.685 0.0857
H -2.908 6.045 -0.045 0.1033
H -0.614 1.504 -1.881 0.0917
H 0.395 4.045 1.802 0.1150
H 0.586 -1.707 2.281 0.1329
H -1.176 5.970 1.713 0.1015
H -2.015 -1.479 0.678 0.0981
H 0.118 -0.336 1.247 0.1141
```